No. 1
Here is C20H22N6OS in the gas phase from the OMol25 dataset. Energies are from wB97M-V/def2-TZVPD.

Cartesian coordinates (Å):
N1 0.3639 1.6664 -1.9623
H1 -3.7463 -1.3731 4.4631
C1 1.3534 1.1086 0.1693
C2 1.2566 0.3562 1.2963
H2 -0.8087 -1.9900 5.1176
H3 -2.7536 -1.1643 -5.6207
H4 -1.6311 0.3019 -1.1026
C3 -1.8396 -1.4747 0.9056
C4 -3.6560 -3.5137 1.3402
H5 -2.1678 -2.2788 6.2036
C5 0.0437 0.0505 -3.8560
H6 4.4501 3.9205 0.7743
S1 -1.2820 0.7524 -4.8099
C6 -3.2081 -3.2212 0.0356
H7 -0.5455 2.0077 -2.2544
H8 4.6406 3.2586 -2.0664
C7 -0.8009 0.3048 -0.4067
N2 -3.3190 -2.6946 2.3502
H9 -4.2897 -4.3174 1.5693
C8 -2.2539 -2.2347 -0.2070
H10 4.9900 1.9248 -0.8784
H11 1.5910 1.5026 -3.7240
C9 -1.8868 -0.8508 -5.0366
H12 2.7259 4.4614 0.9224
C10 -0.8024 -0.4668 0.7392
C11 2.4488 0.6098 2.0756
H13 -1.8342 -2.0074 -1.1761
H14 3.7679 4.9413 -0.5297
C12 -1.0212 -1.7809 -4.5112
H15 2.7137 0.1196 3.0053
C13 3.5340 4.1144 0.2098
H16 3.8155 1.6996 -2.1781
C14 1.0033 0.8615 -3.0393
H17 2.2591 3.2660 -1.2144
C15 -2.4395 -1.7011 2.1601
H18 -2.0419 -3.1756 4.6679
N3 2.5866 1.7793 0.2668
C16 -2.6738 -1.1038 4.4927
C17 3.0672 2.8908 -0.5942
N4 0.0994 -1.2607 -3.9011
C18 4.1916 2.4479 -1.4828
N5 0.2369 -0.4209 1.5936
C19 -1.8869 -2.2243 5.1559
H19 -1.2171 -2.8624 -4.5543
C20 0.3184 1.0382 -0.7698
N6 3.2303 1.4896 1.4557
O1 -2.1935 -0.8220 3.1710
H20 -2.5819 -0.2153 5.1187
H21 -3.5419 -3.8517 -0.7674
H22 1.7359 0.1317 -2.6166

Output
* maximum force: 3.63 eV/Å
* LUMO energy: 0.34 eV
* energy above the lowest of the compared OMol25 structures with the same formula, charge and spin: 333.0 kJ/mol
* SMILES string: CCOc1ncccc1-c1cc(NCc2nccs2)c2c(cnn2C(C)C)n1
* Kohn-Sham gap: 8.363 eV
* total charge: 0
* multiplicity: 1

---

No. 2
Here is C3H4N2O2 in the gas phase from the OMol25 dataset. Energies are from wB97M-V/def2-TZVPD.

Cartesian coordinates (Å):
H1 2.2407 -0.1237 0.8045
H2 -0.9870 2.8416 0.1845
H3 1.0342 -2.1336 -0.0652
O1 -1.8599 -0.9130 0.0318
C1 -0.3615 0.9177 -0.3112
C2 -0.4826 -0.4660 -0.1338
O2 1.0024 1.0717 0.1051
N1 1.7885 -0.0279 -0.1993
H4 -1.8267 -1.9869 0.2272
C3 0.7003 -1.0024 -0.4098
N2 -1.2486 1.8225 -0.2338

Output
* maximum force: 6.84 eV/Å
* LUMO energy: 0.47 eV
* energy above the lowest of the compared OMol25 structures with the same formula, charge and spin: 629.0 kJ/mol
* SMILES string: [H]/N=c1\o[nH]cc1O
* Kohn-Sham gap: 9.380 eV
* total charge: 0
* multiplicity: 1

---

No. 3
Here is CH5N3O in the gas phase from the OMol25 dataset. Energies are from wB97M-V/def2-TZVPD.

Cartesian coordinates (Å):
H1 -0.8718 2.0312 0.0765
H2 -0.4775 -0.0146 1.4661
H3 0.6147 2.3584 -0.6561
N1 -0.2021 -1.8711 0.4679
H4 0.7244 -2.0358 0.0523
C1 0.3482 0.3327 -0.3624
H5 -0.8470 -2.2112 -0.2510
N2 -0.4087 -0.3536 0.5128
O1 1.0146 -0.0128 -1.3083
N3 0.1054 1.7767 0.0022

Output
* maximum force: 4.62 eV/Å
* LUMO energy: 0.89 eV
* energy above the lowest of the compared OMol25 structures with the same formula, charge and spin: 24.9 kJ/mol
* SMILES string: NNC(N)=O
* Kohn-Sham gap: 10.991 eV
* total charge: 0
* multiplicity: 1

---

No. 4
Here is 2 unconnected molecules or ions with the total composition CH7N3 from the OMol25 dataset. Energies are from wB97M-V/def2-TZVPD.

Cartesian coordinates (Å):
N1 1.1621 2.0727 3.2703
N2 -1.1478 -0.3900 -1.3129
H1 -1.4383 -2.4425 -1.6318
H2 -0.2823 0.0526 -1.2499
H3 1.7478 1.6472 2.5313
H4 1.3471 3.1210 3.1861
C1 -0.8160 -1.5702 -1.8304
H5 0.1737 1.8014 3.2347
H6 -1.8361 0.2436 -1.8193
N3 0.3962 -1.7950 -2.1585
H7 0.6936 -2.7408 -2.2197

Output
* maximum force: 4.34 eV/Å
* LUMO energy: 0.96 eV
* energy above the lowest of the compared OMol25 structures with the same formula, charge and spin: 96.2 kJ/mol
* SMILES string: [H]/N=C/N.N
* Kohn-Sham gap: 10.774 eV
* total charge: 0
* multiplicity: 1

---

No. 5
Here is a molecular structure, C4H10O from the OMol25 dataset. Energies are from wB97M-V/def2-TZVPD.

Cartesian coordinates (Å):
H1 -1.1987 -1.4505 -0.1047
H2 2.7507 0.5380 -0.7723
H3 -3.1520 0.0550 0.4589
C1 -1.2072 -0.3971 -0.4065
C2 0.1975 0.1120 -0.3734
C3 2.4377 -0.4618 -0.4818
C4 -2.1198 0.4155 0.5134
H4 -1.6086 -0.3662 -1.4321
H5 3.0751 -1.3151 -0.6730
H6 1.1980 0.4333 1.3739
H7 0.4228 1.1618 -0.5623
H8 1.9554 0.2032 1.2501
O1 1.1512 -0.7489 -0.5740
H9 -2.1215 1.4749 0.2319
H10 -1.7807 0.3459 1.5519

Output
* maximum force: 0.23 eV/Å
* LUMO energy (alpha / beta): 0.88 / 0.88 eV
* energy above the lowest of the compared OMol25 structures with the same formula, charge and spin: 433.7 kJ/mol
* Kohn-Sham gap (alpha / beta): 8.276 / 8.277 eV
* total charge: 0
* multiplicity: 1

---

No. 6
Here is a molecular structure, C19H14I2MnN2OSTe from the OMol25 dataset. Energies are from wB97M-V/def2-TZVPD.

Cartesian coordinates (Å):
S1 2.1008 3.9192 -1.0937
C1 -2.3826 0.7107 2.7770
C2 -2.5203 -1.9075 3.6524
C3 1.5054 4.6353 -2.5193
H1 1.7885 -1.8455 -0.2611
C4 1.7878 -1.1659 -1.1014
H2 -1.4958 3.9087 -1.2634
H3 3.2425 -2.2427 -2.2103
N1 0.9492 -0.1115 -1.0188
H4 -1.6474 -5.1889 3.6441
H5 1.5544 1.2676 -4.0083
H6 3.9647 -1.6310 -4.4429
I1 0.5021 -5.0409 1.4400
C5 2.5428 -0.5093 -3.2837
O1 0.0631 -1.8808 1.0669
C6 0.1395 4.6179 -2.5720
N2 -1.5628 -0.1722 2.2288
C7 -2.5100 -3.2824 4.0086
C8 1.6540 0.5596 -3.1964
C9 -3.2974 0.3688 3.7737
H7 2.1846 5.0517 -3.2466
I2 -3.7873 -4.0317 5.4763
C10 -1.6543 -4.1412 3.3769
H8 -3.9396 1.1345 4.1835
H9 -0.4311 5.0328 -3.3896
C11 -3.3625 -0.9274 4.2131
H10 -4.0631 -1.2111 4.9873
C12 0.8877 0.7280 -2.0674
Mn1 -0.0972 0.0298 0.7501
C13 -0.7368 -2.3742 1.9963
Te1 0.1764 2.6719 1.2925
C14 -0.4328 4.0167 -1.4274
C15 2.5877 -1.3821 -2.2011
C16 -0.7723 -3.6962 2.3710
H11 4.1105 0.1248 -4.5825
C17 -1.6262 -1.4802 2.6494
C18 3.4031 -0.7013 -4.4925
H12 2.7946 -0.7070 -5.3973
C19 0.5122 3.5760 -0.5320
H13 0.1879 1.5496 -1.9939
H14 -2.3200 1.7277 2.4134

Output
* maximum force: 0.42 eV/Å
* LUMO energy (alpha / beta): -5.54 / -3.64 eV
* Kohn-Sham gap (alpha / beta): 5.057 / 7.021 eV
* total charge: +1
* multiplicity: 5

---

No. 7
Here is C4H9NS2 in the gas phase from the OMol25 dataset. Energies are from wB97M-V/def2-TZVPD.

Cartesian coordinates (Å):
C1 -1.6856 -1.3007 0.6361
H1 -2.6461 -0.0155 -0.5794
S1 2.4852 1.0010 -0.0037
N1 1.1895 -1.2065 -0.4359
C2 1.2436 0.1332 -0.3653
H2 2.0573 -1.6891 -0.3968
H3 -1.3162 -1.1112 -1.5749
H4 -3.0955 -1.0431 2.3099
H5 -2.1355 -2.2986 0.2979
H6 0.2715 -1.7306 -0.4394
C3 -1.5355 -0.5414 -0.6217
H7 -0.5501 -1.2079 1.1558
H8 -2.4436 0.5232 1.5294
S2 -0.3586 0.9131 -0.3537
H9 -3.6921 -0.3116 0.4976
C4 -2.8229 -0.5072 1.3460

Output
* maximum force: 4.04 eV/Å
* LUMO energy: 0.73 eV
* energy above the lowest of the compared OMol25 structures with the same formula, charge and spin: 229.6 kJ/mol
* SMILES string: CCCSC(N)=S
* Kohn-Sham gap: 9.250 eV
* total charge: 0
* multiplicity: 1

---

No. 8
Here is a molecular structure, ClH12HfO6 from the OMol25 dataset. Energies are from wB97M-V/def2-TZVPD.

Cartesian coordinates (Å):
O1 -2.3197 -0.2949 0.2964
O2 -0.6781 2.0628 -0.3101
O3 1.0485 -1.4390 1.1422
O4 -0.5693 -1.8392 -0.7371
O5 1.6174 1.0659 0.7713
H1 0.6719 0.7253 -2.3259
H2 1.3211 -1.4667 2.0699
H3 -2.9082 -0.8132 -0.2902
H4 2.4738 0.6268 0.8710
H5 -1.3468 2.5983 0.0965
H6 -2.9454 0.2134 0.8459
Cl1 -0.7522 0.7954 2.4406
H7 -0.6168 2.4671 -1.2135
H8 1.8476 -1.9182 0.8131
O6 0.8874 0.2102 -1.5230
H9 -0.8766 -2.6989 -0.4444
H10 1.7421 -0.2331 -1.7857
H11 1.7833 1.9920 0.6612
H12 -0.1539 -2.0494 -1.6293
Hf1 -0.2261 -0.0048 0.2513

Output
* maximum force: 4.40 eV/Å
* LUMO energy: -12.38 eV
* energy above the lowest of the compared OMol25 structures with the same formula, charge and spin: 0.0 kJ/mol
* Kohn-Sham gap: 9.796 eV
* total charge: +3
* multiplicity: 1

---

No. 9
Here is a molecular structure, C4H6O3Sm from the OMol25 dataset. Energies are from wB97M-V/def2-TZVPD.

Cartesian coordinates (Å):
H1 -1.9720 2.1044 2.3145
C1 -0.7598 -0.1921 1.3453
O1 5.5094 -0.3864 1.7647
H2 -3.4132 1.8589 1.2672
O2 0.1624 0.5734 1.4782
C2 -2.3302 1.7362 1.3462
O3 -2.0695 0.3291 1.2430
C3 4.3739 -0.7681 1.5121
C4 3.2052 -1.2674 1.4116
H3 2.4877 -0.6128 0.8364
H4 -1.8208 2.2641 0.5316
H5 6.0618 -0.1306 0.9939
H6 3.0594 -2.3516 1.4445
Sm1 -2.2057 -2.2016 0.9339

Output
* maximum force: 1.82 eV/Å
* LUMO energy (alpha / beta): -8.05 / -8.05 eV
* energy above the lowest of the compared OMol25 structures with the same formula, charge and spin: 228.2 kJ/mol
* Kohn-Sham gap (alpha / beta): 6.898 / 6.861 eV
* total charge: +2
* multiplicity: 7

---

> Among the records above, which one has the highest maximum force?

C3H4N2O2

---

> What is the maximum force in the sixth record?

0.42 eV/Å